(one)
A structure of composition C45H60BaN4OP2S2. Source: the Open Molecules 2025 dataset; level of theory: ωB97M-V/def2-TZVPD.

Computed properties:
Highest occupied orbital energy ... -12.05 eV
Charge ... +2
Orbital gap ... 7.72 eV

The geometry in XYZ format:
```
115
C45H60BaN4OP2S2, DFT ωB97M-V/def2-TZVPD
H 2.569 -1.703 5.755
H -1.297 6.684 3.303
C 0.593 2.160 -2.207
H 1.244 5.356 -1.243
H 2.628 1.888 -3.883
C -2.928 3.236 3.465
H -1.019 -0.076 -4.958
H 5.658 -2.170 2.662
H 0.954 -2.515 -0.868
C -1.188 3.661 -2.881
H -2.889 -1.411 0.677
C 0.239 -1.116 -6.345
H -3.125 6.260 4.963
C 1.424 1.242 2.671
P 1.128 0.473 -1.731
H 1.269 -1.462 -6.449
H -0.402 -4.111 2.871
H 1.726 -3.191 6.152
H 5.288 -2.005 -2.383
C -1.391 4.686 2.547
C -4.899 1.853 2.686
H 4.396 0.273 3.457
C -3.572 1.873 3.459
H -0.368 1.751 3.344
C -0.133 -0.257 3.930
H 4.300 -2.165 0.528
P -1.384 -0.777 -1.655
C 4.585 -2.372 2.641
H -0.582 4.826 1.839
C 0.708 4.522 -1.679
H 0.043 -0.439 -7.175
H -4.773 -3.754 -5.070
C -1.948 -1.948 0.780
C 4.435 0.765 -4.137
C 3.209 1.039 -3.545
H 6.131 -0.543 -4.189
H -4.155 3.998 5.047
H -3.185 -4.952 -3.606
C -2.467 -1.768 -2.700
H -5.707 2.276 0.724
S -0.863 -2.543 -6.566
H -0.411 0.538 5.906
C -1.743 -2.752 1.892
C 2.732 0.222 -2.523
H -0.315 -4.826 -6.333
O -3.797 1.476 0.531
H 3.977 1.651 2.443
C 4.706 -1.152 -2.705
C -0.631 2.386 -2.841
H 4.454 -3.453 2.600
H -2.132 3.820 -3.387
C 0.441 -1.443 6.090
H 1.268 0.434 5.429
H 0.588 -3.882 -5.138
H 2.187 -0.408 3.517
C -4.128 -3.196 -4.404
C 1.637 -2.255 5.603
C -3.370 4.223 4.337
C -0.526 4.729 -2.291
H -0.955 5.722 -2.326
N 2.400 0.402 2.953
C 0.412 -3.375 1.027
C -4.202 -1.812 -4.372
H 1.107 -3.911 -6.844
H 3.651 0.223 0.495
H -1.153 1.558 -3.302
H 4.806 1.403 -4.927
C 0.204 -2.572 -0.087
C -0.987 -1.864 -0.230
C 3.928 -1.696 1.441
H 4.170 -2.034 3.594
C -1.782 5.721 3.372
H 1.563 -2.521 4.543
C 3.492 -0.871 -2.103
C 3.811 0.587 2.592
C -3.377 -1.098 -3.517
S 1.623 2.669 1.786
C -3.234 -3.871 -3.582
H 1.330 -3.941 1.118
H 3.127 -1.504 -1.302
C 0.250 -3.909 -6.174
C 4.194 -0.195 1.347
H 0.539 -1.270 7.162
H -4.365 3.316 1.191
H 0.642 0.522 -5.003
C 0.028 -0.386 -5.023
C 1.260 3.250 -1.631
H 2.846 -1.873 1.456
H 1.420 -1.544 -3.856
N 0.091 -0.629 -2.523
H -1.207 -0.446 3.883
H -4.901 -1.291 -5.011
C -0.560 -3.468 2.015
H 2.212 3.095 -1.135
C 0.365 -1.261 -3.828
C -2.794 5.480 4.290
H -4.262 0.759 0.087
H 0.326 -1.127 3.456
H -3.756 1.553 4.485
N 0.134 0.908 3.074
H -0.482 -2.016 5.958
H -3.438 -0.015 -3.484
H -0.219 -2.180 -3.883
H -2.510 -2.835 2.651
Ba -1.056 1.712 0.466
H 5.258 -0.019 1.164
H -5.327 0.849 2.726
C 5.179 -0.330 -3.721
H -1.707 -3.692 -2.090
N -1.948 3.466 2.577
H -2.882 1.145 3.020
C -2.403 -3.162 -2.731
H -5.614 2.522 3.171
C -4.752 2.298 1.247
C 0.310 -0.094 5.382
```



(two)
A structure of composition C45H60BaN4OP2S2. Source: the Open Molecules 2025 dataset; level of theory: ωB97M-V/def2-TZVPD.

Computed properties:
Highest occupied orbital energy ... -12.07 eV
Charge ... +2
Orbital gap ... 7.51 eV

The geometry in XYZ format:
```
115
C45H60BaN4OP2S2, DFT ωB97M-V/def2-TZVPD
H -1.414 -1.116 -8.111
C 2.575 -1.366 5.210
C 1.247 -1.712 4.987
N 3.007 -2.553 1.671
C -0.395 4.404 1.884
H -2.961 -0.426 -7.617
H -3.336 -5.098 -1.646
C -3.630 -4.177 -2.153
H -2.048 5.637 -2.411
C -0.263 3.184 0.977
H -0.521 1.945 -3.743
C 4.930 -3.809 3.239
C -2.170 5.245 -1.403
C 3.163 -0.361 4.460
H -5.231 -1.097 -2.046
H 2.200 4.532 -0.936
C 1.595 2.150 -4.057
H -1.751 -3.805 -3.788
H -5.700 -3.469 -3.939
H -1.364 -0.272 -5.730
C 1.063 -5.245 1.541
H -0.524 -1.305 3.848
H -5.634 -4.862 -1.910
N -2.791 -3.079 -1.665
C 1.275 -4.873 0.082
H -1.250 2.721 0.846
P 2.152 1.925 0.526
H 1.514 2.213 -5.134
C 1.104 -0.034 3.251
H 0.140 -2.132 -6.366
Ba 1.252 -1.058 -0.014
C 1.242 -4.044 2.485
C 1.798 2.059 -1.275
H 0.057 3.561 0.009
C -2.620 1.310 3.043
C 3.663 3.728 2.021
H 0.058 -5.657 1.669
H -3.702 3.042 5.741
H 4.191 -0.078 4.648
H 3.738 2.317 -4.053
C 3.603 -4.193 3.297
C -5.215 -1.576 -3.028
C 2.945 2.176 -2.070
H 4.666 5.118 3.305
H -2.999 0.778 2.178
H 3.000 6.742 -0.287
C 0.522 -1.057 4.008
H -4.192 -1.557 -3.404
N -1.337 -2.952 -3.442
C -0.762 2.102 4.360
C -1.787 -1.248 -5.984
C -1.340 5.447 1.275
H -1.264 3.207 6.120
C 3.192 5.897 0.362
H -2.355 5.054 1.208
C -0.284 -2.396 -4.288
H -0.520 -4.144 -0.199
H -2.762 -2.177 -7.683
C -1.644 2.678 5.256
C 3.875 6.076 1.556
H -3.148 5.531 -1.024
H -5.817 -0.969 -3.703
C 4.120 4.986 2.380
H 3.862 2.890 2.677
H 0.607 -3.024 -4.190
S -1.274 -0.945 -1.669
H 0.968 -4.346 3.495
H -1.132 -3.301 -6.054
O 0.380 -3.827 -0.342
H 0.593 4.844 2.035
C 5.284 -2.769 2.391
N 0.713 2.161 1.455
H -4.569 1.814 3.788
H 4.221 7.060 1.842
H -6.841 -2.940 -2.717
C 4.291 -2.171 1.644
H -1.359 6.337 1.900
C 2.953 3.548 0.835
C -2.262 -1.241 -7.436
H 0.775 -2.477 5.590
H 4.534 -1.343 0.982
C 2.737 4.639 -0.004
H -3.470 -4.322 -3.223
H 0.306 2.195 4.515
P -0.056 0.720 2.042
H 5.676 -4.310 3.842
C 2.664 -3.555 2.490
C -5.116 -3.902 -1.912
H 3.287 -4.988 3.960
H 2.283 -4.485 -0.067
C 2.845 2.219 -3.450
C -3.502 1.893 3.944
H 6.308 -2.435 2.306
C 0.457 2.003 -3.281
H -0.786 4.116 2.859
C 2.432 0.304 3.484
H 1.148 -5.751 -0.553
H 2.891 1.105 2.926
H -2.641 -1.412 -5.320
H 0.570 -3.240 2.179
C 0.557 1.939 -1.896
H 1.774 -6.033 1.801
C -5.778 -2.996 -2.957
C -0.735 -2.329 -5.744
C -1.813 -2.438 -2.316
S -0.869 6.013 -0.401
H 3.144 -1.873 5.979
C -1.250 1.420 3.243
H -0.347 1.802 -1.313
C -3.015 2.579 5.045
H -3.160 -2.564 -0.882
H 3.919 2.258 -1.598
H -0.053 -1.397 -3.927
H -5.240 -3.474 -0.911
H -2.069 4.159 -1.419
```



Referenced to the most stable arrangement, the calculated values in eV are (one) 0.000; (two) 1.052.



(one)
The molecule C3H5N3. Source: the Open Molecules 2025 dataset; level of theory: ωB97M-V/def2-TZVPD.

Computed properties:
SMILES ... Nc1cc[nH]n1
Highest occupied orbital energy ... -8.24 eV
Orbital gap ... 9.45 eV

The geometry in XYZ format:
```
11
C3H5N3, DFT ωB97M-V/def2-TZVPD
N 0.109 1.194 1.582
N -0.658 -0.131 -1.490
H -1.037 -0.004 -2.413
H -0.121 2.175 1.499
H 0.961 1.035 2.096
H -0.381 -2.231 -1.066
C -0.041 -1.210 -0.968
C 0.105 0.514 0.370
C 0.549 -0.818 0.200
N -0.557 0.955 -0.687
H 1.071 -1.479 0.877
```



(two)
The molecule C3H5N3. Source: the Open Molecules 2025 dataset; level of theory: ωB97M-V/def2-TZVPD.

Computed properties:
SMILES ... Nc1ccn[nH]1
Highest occupied orbital energy ... -8.71 eV
Orbital gap ... 9.48 eV

The geometry in XYZ format:
```
11
C3H5N3, DFT ωB97M-V/def2-TZVPD
N -1.723 -0.075 -0.669
C -1.377 1.052 -0.091
N -0.614 -0.842 -0.664
H 1.421 -0.506 1.632
N 1.439 -0.875 0.686
C 0.399 -0.222 0.009
H -0.637 -1.663 -1.249
C 0.008 1.092 0.337
H 0.882 1.109 -0.492
H -2.180 1.741 0.159
H 2.382 -0.811 0.342
```



Referenced to the most stable arrangement, the calculated values in eV are (one) 0.000; (two) 2.899.



(one)
The molecule C3H5N3. Source: the Open Molecules 2025 dataset; level of theory: ωB97M-V/def2-TZVPD.

Computed properties:
SMILES ... C=N[C@@H](N)C#N
Highest occupied orbital energy ... -10.55 eV
Orbital gap ... 11.12 eV

The geometry in XYZ format:
```
11
C3H5N3, DFT ωB97M-V/def2-TZVPD
N -0.888 1.107 0.698
H 2.637 0.159 -0.871
C -1.584 -0.959 -0.265
C 1.724 -0.286 -0.495
H 0.114 -0.640 0.961
C -0.423 -0.142 0.145
N 0.589 0.125 -0.886
H -0.064 1.660 0.921
N -2.514 -1.602 -0.505
H 1.833 -1.051 0.288
H -1.423 1.629 0.011
```



(two)
The molecule C3H5N3. Source: the Open Molecules 2025 dataset; level of theory: ωB97M-V/def2-TZVPD.

Computed properties:
SMILES ... Cn1cnnc1
Highest occupied orbital energy ... -9.96 eV
Orbital gap ... 10.50 eV

The geometry in XYZ format:
```
11
C3H5N3, DFT ωB97M-V/def2-TZVPD
H 1.830 -0.998 -0.605
H -0.437 2.078 -0.010
H -0.561 -2.091 0.025
C -0.872 -1.054 -0.033
H 1.770 -0.068 1.248
N -2.112 -0.675 0.002
H 1.849 1.047 -0.565
C -0.833 1.051 -0.001
N 0.015 -0.015 -0.046
N -2.098 0.724 -0.011
C 1.449 0.002 -0.004
```



(three)
The molecule C3H5N3. Source: the Open Molecules 2025 dataset; level of theory: ωB97M-V/def2-TZVPD.

Computed properties:
SMILES ... Nc1cc[nH]n1
Highest occupied orbital energy ... -8.36 eV
Orbital gap ... 9.50 eV

The geometry in XYZ format:
```
11
C3H5N3, DFT ωB97M-V/def2-TZVPD
N 0.476 0.037 1.170
H -2.609 0.124 0.105
N 1.936 -0.125 -0.672
H -0.847 -0.490 -1.815
N -0.864 0.115 1.336
H 2.017 0.385 -1.542
C 0.644 -0.088 -0.137
H -1.253 -0.044 2.251
C -1.536 0.015 0.172
C -0.605 -0.155 -0.820
H 2.602 0.242 0.000
```



(four)
The molecule C3H5N3. Source: the Open Molecules 2025 dataset; level of theory: ωB97M-V/def2-TZVPD.

Computed properties:
SMILES ... Nc1c[nH]cn1
Highest occupied orbital energy ... -8.29 eV
Orbital gap ... 9.26 eV

The geometry in XYZ format:
```
11
C3H5N3, DFT ωB97M-V/def2-TZVPD
H 0.475 2.360 1.137
H -2.385 -0.787 -0.731
H 1.349 -1.586 -0.048
N -1.454 -1.146 -0.923
N -0.787 0.938 0.182
C 0.320 1.367 0.739
H -1.320 -1.097 -1.929
N 1.304 0.439 0.681
C -0.509 -0.340 -0.245
C 0.780 -0.678 0.070
H 2.227 0.533 1.066
```



Referenced to the most stable arrangement, the calculated values in eV are (one) 1.748; (two) 2.000; (three) 0.537; (four) 0.000.



(one)
The molecule C3H5N3. Source: the Open Molecules 2025 dataset; level of theory: ωB97M-V/def2-TZVPD.

Computed properties:
SMILES ... Cn1ccnn1
Highest occupied orbital energy ... -9.94 eV
Orbital gap ... 10.74 eV

The geometry in XYZ format:
```
11
C3H5N3, DFT ωB97M-V/def2-TZVPD
C 1.773 0.148 0.001
C -1.543 -0.072 0.162
N -0.268 -0.388 -0.481
C 0.614 0.653 -0.472
H -1.390 -0.247 1.229
N 0.364 -1.500 -0.031
N 1.578 -1.187 0.233
H 0.311 1.637 -0.779
H 2.677 0.631 0.332
H -2.386 -0.662 -0.185
H -1.731 0.987 -0.008
```



(two)
The molecule C3H5N3. Source: the Open Molecules 2025 dataset; level of theory: ωB97M-V/def2-TZVPD.

Computed properties:
SMILES ... [H]/N=C(\C#N)NC
Highest occupied orbital energy ... -9.90 eV
Orbital gap ... 10.35 eV

The geometry in XYZ format:
```
11
C3H5N3, DFT ωB97M-V/def2-TZVPD
C 1.888 -0.327 0.576
H -1.655 -0.380 0.992
H 0.035 -1.542 -0.377
C 0.811 0.299 -0.195
N 0.766 1.546 -0.438
H -2.270 -0.906 -0.591
H 1.597 2.012 -0.079
N -0.205 -0.575 -0.536
N 2.651 -0.812 1.298
H -1.777 0.786 -0.345
C -1.554 -0.249 -0.094
```



Referenced to the most stable arrangement, the calculated values in eV are (one) 0.763; (two) 0.000.